The following is a DFT calculation (ωB97M-V/def2-TZVPD) of a molecular structure, C31H29N2O5PPdS.

Computed properties:
- Charge: -2
- Energy relative to the best compared isomer or geometry (same formula, charge and spin): 0.0 kJ/mol
- Total energy: -69442.5410 eV

XYZ file:
```
70
Properties=species:S:1:pos:R:3:forces:R:3:nbo_charge:R:1
Pd 0.52394 1.26079 0.04131 0.0 0.0 0.0 0.00
O 1.16516 2.36297 3.23522 0.0 0.0 0.0 -1.02
S 0.33962 3.55819 3.11692 0.0 0.0 0.0 2.42
O 0.58070 4.53597 4.17348 0.0 0.0 0.0 -1.04
O 0.26408 4.13399 1.78782 0.0 0.0 0.0 -1.00
C -1.33158 2.94389 3.45981 0.0 0.0 0.0 -0.29
C -1.99676 3.52878 4.53619 0.0 0.0 0.0 -0.21
C -3.24605 3.08736 4.93586 0.0 0.0 0.0 -0.23
C -3.84178 2.02758 4.26684 0.0 0.0 0.0 -0.26
C -3.18363 1.44766 3.19650 0.0 0.0 0.0 -0.14
C -1.93779 1.90026 2.75146 0.0 0.0 0.0 -0.35
P -1.17058 0.97915 1.31396 0.0 0.0 0.0 0.95
C -2.66179 0.73303 0.25142 0.0 0.0 0.0 -0.35
C -3.69818 1.65906 0.15320 0.0 0.0 0.0 -0.16
C -4.68321 1.52871 -0.81953 0.0 0.0 0.0 -0.24
C -4.65597 0.46637 -1.70842 0.0 0.0 0.0 -0.23
C -3.61996 -0.45726 -1.63137 0.0 0.0 0.0 -0.21
C -2.62974 -0.31453 -0.67477 0.0 0.0 0.0 -0.21
C -1.04971 -0.62921 2.22467 0.0 0.0 0.0 -0.33
C -1.97131 -1.67130 2.18697 0.0 0.0 0.0 -0.18
C -1.75642 -2.83735 2.91426 0.0 0.0 0.0 -0.25
C -0.62451 -2.96934 3.70353 0.0 0.0 0.0 -0.24
C 0.29368 -1.92613 3.76020 0.0 0.0 0.0 -0.21
C 0.09010 -0.77120 3.02262 0.0 0.0 0.0 -0.20
H -1.48986 4.33078 5.05491 0.0 0.0 0.0 0.24
H -3.74475 3.55763 5.77633 0.0 0.0 0.0 0.19
H -4.80915 1.64839 4.57705 0.0 0.0 0.0 0.19
H -3.65256 0.61427 2.68678 0.0 0.0 0.0 0.20
H -3.72959 2.50279 0.83126 0.0 0.0 0.0 0.21
H -5.46796 2.27374 -0.88719 0.0 0.0 0.0 0.20
H -5.41321 0.37554 -2.47786 0.0 0.0 0.0 0.20
H -3.55938 -1.26868 -2.34664 0.0 0.0 0.0 0.20
H -1.78472 -0.99463 -0.66996 0.0 0.0 0.0 0.23
H -2.86434 -1.58334 1.58013 0.0 0.0 0.0 0.21
H -2.48002 -3.64346 2.86142 0.0 0.0 0.0 0.19
H -0.45596 -3.87877 4.26912 0.0 0.0 0.0 0.19
H 1.18129 -2.01610 4.37576 0.0 0.0 0.0 0.20
H 0.80435 0.04590 3.05794 0.0 0.0 0.0 0.27
N -0.75350 1.27954 -3.75131 0.0 0.0 0.0 -0.34
C -1.44948 2.07015 -2.92114 0.0 -0.1 0.0 -0.04
C -2.28973 2.83417 -3.70549 0.0 0.0 0.0 -0.39
C -2.00754 2.41398 -5.01725 0.0 0.0 0.0 -0.09
N -1.07246 1.47064 -5.03968 0.0 0.0 0.0 -0.30
H -0.01521 0.61003 -3.47323 0.0 0.0 0.0 0.46
H -1.30071 2.00380 -1.85206 0.1 0.1 0.0 0.25
H -2.99925 3.57189 -3.37150 0.0 0.0 0.0 0.21
H -2.44203 2.75534 -5.94549 0.0 0.0 0.0 0.18
C 6.41495 -4.13362 -1.66830 0.0 0.0 0.0 -0.62
C 5.30985 -3.11478 -1.77998 0.0 0.0 0.0 -0.04
C 5.07304 -2.44278 -2.97055 0.0 0.0 0.0 -0.24
C 4.03058 -1.52777 -3.09457 0.0 0.0 0.0 -0.01
C 3.78916 -0.83572 -4.41011 0.0 0.0 0.0 -0.63
C 3.22247 -1.26071 -1.98948 0.0 0.0 0.0 -0.06
C 3.45249 -1.91266 -0.77268 0.0 0.0 0.0 0.02
C 2.60985 -1.62684 0.44136 0.0 0.0 0.0 -0.65
C 4.48717 -2.83963 -0.69471 0.0 0.0 0.0 -0.23
C 2.07490 -0.26841 -2.10801 0.0 0.0 0.0 0.77
O 1.20263 -0.53169 -2.96060 0.0 0.0 0.0 -0.75
O 2.13470 0.72365 -1.33790 0.0 0.0 0.0 -0.77
H 7.12871 -4.03021 -2.48727 0.0 0.0 0.0 0.20
H 6.01972 -5.15280 -1.70032 0.0 0.0 0.0 0.20
H 6.96009 -4.02579 -0.72837 0.0 0.0 0.0 0.21
H 5.71147 -2.63526 -3.82887 0.0 0.0 0.0 0.18
H 4.61211 -1.02647 -5.10197 0.0 0.0 0.0 0.19
H 3.68830 0.24226 -4.27497 0.0 0.0 0.0 0.23
H 2.85464 -1.17598 -4.85613 0.0 0.0 0.0 0.24
H 2.85070 -0.64825 0.85925 0.0 0.0 0.0 0.25
H 2.76532 -2.38843 1.20774 0.0 0.0 0.0 0.19
H 1.54595 -1.58557 0.19904 0.0 0.0 0.0 0.24
H 4.65867 -3.35357 0.24733 0.0 0.0 0.0 0.19
```
Positions in Å, forces in eV/Å.